# 1
DFT (the ωB97M-V functional and the def2-TZVPD basis) results for C30H75B2Cd2F8KN5O8S2 as an isolated structure in a non-equilibrium geometry.

CARTESIAN COORDINATES (ANGSTROEM)
K: 1.65 2.18 -2.73
Cd: -1.21 3.31 0.13
Cd: 0.95 1.17 3.57
S: 0.37 1.26 0.24
O: -1.11 1.33 0.37
O: 1.01 0.94 1.52
O: 0.80 0.37 -0.82
O: 0.67 2.63 -0.22
S: -0.71 3.31 3.40
O: 0.76 3.17 3.40
O: -1.11 4.14 4.49
O: -1.29 3.71 2.11
O: -0.96 1.84 3.50
B: -0.94 4.60 -2.07
F: -1.95 5.07 -2.95
F: -1.05 5.17 -0.82
F: -1.21 3.25 -1.96
F: 0.30 4.82 -2.69
B: 3.28 1.85 4.88
F: 3.11 1.41 3.53
F: 4.20 1.02 5.52
F: 3.69 3.16 5.03
F: 1.99 1.67 5.49
C: 5.01 3.88 0.57
C: 3.84 3.15 -0.16
N: 4.20 2.61 -1.47
C: 4.94 1.35 -1.31
C: 5.42 0.72 -2.62
C: 4.82 3.59 -2.36
C: 4.05 4.90 -2.49
H: 5.85 3.22 0.76
H: 4.69 4.48 1.42
H: 5.41 4.64 -0.11
H: 3.54 2.34 0.51
H: 2.96 3.79 -0.12
H: 5.81 1.46 -0.65
H: 4.22 0.66 -0.87
H: 5.73 -0.30 -2.39
H: 4.59 0.53 -3.30
H: 6.26 1.27 -3.03
H: 4.92 3.13 -3.35
H: 5.86 3.74 -2.02
H: 4.40 5.69 -1.83
H: 2.99 4.77 -2.27
H: 4.09 5.26 -3.52
C: -3.69 1.32 -1.57
C: -4.23 2.73 -1.30
N: -3.56 3.37 -0.14
C: -4.02 2.73 1.10
C: -5.50 2.41 1.31
C: -3.99 4.78 -0.24
C: -3.51 5.77 0.84
H: -2.61 1.40 -1.61
H: -3.94 0.85 -2.53
H: -4.01 0.70 -0.73
H: -4.02 3.32 -2.19
H: -5.32 2.72 -1.18
H: -3.48 1.84 1.43
H: -3.69 3.44 1.87
H: -5.59 2.04 2.33
H: -6.16 3.26 1.15
H: -5.89 1.69 0.58
H: -5.06 4.94 -0.46
H: -3.65 5.21 -1.19
H: -3.72 5.35 1.82
H: -4.15 6.65 0.72
H: -2.48 6.08 0.74
C: 0.46 -6.33 -2.28
C: 0.43 -4.83 -2.40
N: 1.67 -4.25 -2.86
C: 1.72 -2.81 -2.54
C: 2.06 -2.49 -1.10
C: 2.11 -4.41 -4.24
C: 3.66 -4.47 -4.27
H: 1.12 -6.62 -1.46
H: 0.72 -6.82 -3.22
H: -0.50 -6.84 -2.12
H: -0.29 -4.51 -3.17
H: 0.11 -4.41 -1.45
H: 0.69 -2.44 -2.69
H: 2.46 -2.28 -3.14
H: 2.89 -3.15 -0.82
H: 1.21 -2.71 -0.46
H: 2.40 -1.47 -0.96
H: 1.82 -5.38 -4.66
H: 1.76 -3.67 -4.97
H: 3.92 -4.61 -5.33
H: 4.13 -3.51 -4.04
H: 3.99 -5.30 -3.65
C: -2.65 -1.65 0.47
C: -3.85 -2.44 -0.08
N: -3.44 -3.52 -0.98
C: -4.62 -4.27 -1.36
C: -4.45 -5.54 -2.19
C: -2.64 -3.07 -2.09
C: -3.33 -2.13 -3.10
H: -2.95 -1.23 1.43
H: -2.20 -0.84 -0.10
H: -1.88 -2.39 0.72
H: -4.40 -2.87 0.76
H: -4.47 -1.68 -0.58
H: -5.23 -4.48 -0.47
H: -5.27 -3.58 -1.92
H: -5.45 -5.91 -2.39
H: -3.99 -5.33 -3.16
H: -3.82 -6.30 -1.72
H: -2.38 -3.94 -2.70
H: -1.66 -2.65 -1.88
H: -2.54 -1.82 -3.80
H: -3.61 -1.19 -2.63
H: -4.20 -2.46 -3.66
C: 2.58 -1.78 2.25
C: 2.28 -1.59 3.72
N: 0.98 -0.97 4.06
C: -0.18 -1.55 3.39
C: -0.41 -3.07 3.63
C: 0.93 -1.09 5.56
C: -0.28 -0.41 6.16
H: 2.30 -0.90 1.66
H: 2.05 -2.64 1.84
H: 3.65 -1.93 2.11
H: 2.31 -2.58 4.20
H: 3.11 -1.03 4.15
H: -1.15 -1.08 3.51
H: 0.01 -1.51 2.32
H: 0.32 -3.58 2.99
H: -0.28 -3.45 4.65
H: -1.36 -3.47 3.26
H: 1.85 -0.62 5.89
H: 1.02 -2.15 5.80
H: -0.18 0.66 6.24
H: -0.42 -0.86 7.16
H: -1.19 -0.69 5.63

The calculation puts the highest occupied orbital energy at -5.529 eV. The LUMO energy comes out at 1.22 eV. As for the charge: -1. Its molecular weight is 1135.6 g/mol. The total energy comes out at -126389.90456 eV. The value obtained for the HOMO-LUMO gap is 6.75 eV.

Here are the Löwdin charges for atoms 1 to 8, given in e: K 0.8487; Cd 1.4256; Cd 1.4197; S 0.2379; O -0.4373; O -0.4113; O -0.3928; O -0.5020

---

# 2
DFT (the ωB97M-V functional and the def2-TZVPD basis) results for a 6-piece molecular cluster, C26H49N6O6PS overall in a non-equilibrium geometry.

CARTESIAN COORDINATES (ANGSTROEM)
H: 3.74 0.86 -4.22
N: 4.02 0.72 -3.24
C: 3.30 1.37 -2.44
C: 2.15 2.23 -2.89
O: 1.41 2.71 -1.75
P: -0.09 2.29 -1.59
O: -0.30 0.86 -1.80
O: -1.03 3.24 -2.42
C: -1.16 3.05 -3.85
C: -2.00 1.84 -4.22
C: -2.75 2.06 -5.52
S: -3.40 0.50 -6.17
O: -0.36 2.77 -0.11
C: -1.55 2.32 0.50
O: -1.18 1.27 1.37
O: -2.24 0.31 1.31
H: 3.52 1.32 -1.37
H: 2.54 3.11 -3.40
H: 1.53 1.64 -3.57
H: -1.66 3.96 -4.20
H: -0.19 3.05 -4.34
H: -2.68 1.61 -3.41
H: -1.34 0.98 -4.35
H: -2.11 2.48 -6.29
H: -3.60 2.73 -5.34
H: -3.14 -0.29 -5.14
H: -1.99 3.13 1.07
H: -2.28 1.94 -0.21
H: -1.74 -0.52 1.37
C: 2.55 -1.65 -0.40
C: 2.72 -1.47 1.11
C: 4.08 -1.94 1.62
C: 4.26 -3.37 1.43
N: 4.39 -4.50 1.30
H: 2.60 -2.70 -0.67
H: 1.58 -1.26 -0.72
H: 3.33 -1.12 -0.96
H: 1.93 -2.02 1.62
H: 2.60 -0.41 1.37
H: 4.18 -1.71 2.68
H: 4.89 -1.41 1.10
C: -0.25 6.01 -0.03
C: 0.96 6.93 0.06
C: 0.69 8.19 0.90
C: -0.32 9.05 0.29
N: -1.11 9.73 -0.20
H: -1.09 6.50 -0.53
H: -0.01 5.11 -0.59
H: -0.58 5.70 0.97
H: 1.27 7.22 -0.95
H: 1.79 6.39 0.51
H: 1.61 8.76 1.01
H: 0.36 7.91 1.90
C: 0.87 -8.37 1.25
C: 2.01 -7.55 1.85
C: 1.51 -6.35 2.67
C: 0.83 -5.37 1.84
N: 0.31 -4.59 1.17
H: 0.29 -7.78 0.54
H: 1.26 -9.24 0.72
H: 0.19 -8.73 2.03
H: 2.67 -7.20 1.06
H: 2.61 -8.18 2.51
H: 2.36 -5.87 3.15
H: 0.84 -6.69 3.46
C: -1.04 0.35 4.65
C: 0.44 0.44 4.30
C: 1.24 -0.79 4.73
C: 1.28 -0.95 6.18
N: 1.32 -1.06 7.33
H: -1.20 0.30 5.73
H: -1.57 1.22 4.27
H: -1.50 -0.54 4.20
H: 0.86 1.34 4.76
H: 0.54 0.56 3.22
H: 2.26 -0.72 4.37
H: 0.81 -1.69 4.29
C: -2.83 -3.39 -1.62
C: -3.71 -2.61 -0.65
C: -5.01 -2.12 -1.28
C: -4.77 -1.14 -2.34
N: -4.57 -0.36 -3.16
H: -2.51 -2.77 -2.45
H: -1.94 -3.77 -1.12
H: -3.37 -4.25 -2.03
H: -3.15 -1.76 -0.26
H: -3.97 -3.25 0.20
H: -5.65 -1.65 -0.53
H: -5.58 -2.95 -1.70

The calculation puts the highest occupied orbital energy at -8.728 eV. The LUMO energy comes out at 0.34 eV. Its molecular weight is 604.8 g/mol. The total energy comes out at -69104.79561 eV. The value obtained for the HOMO-LUMO gap is 9.07 eV. As for the SMILES: [H]/N=C\CO[P@](=O)(OCCCS)OCOO.CCCC#N.CCCC#N.CCCC#N.CCCC#N.CCCC#N.

Here are the Löwdin charges for atoms 1 to 8, given in e: H 0.0576; N 0.1068; C -0.2223; C -0.1884; O -0.1542; P 0.3331; O -0.1956; O -0.1494

---

molecular weight of number 1 (C30H75B2Cd2F8KN5O8S2)? 1135.6 g/mol